DFT (ωB97M-V/def2-TZVPD) results for a structure of composition C28H29BrCdIN7S.

Computed properties:
electronic energy	-4904.9237	Ha
multiplicity	1
relative energy (zero: lowest compared OMol25 entry of this formula, charge and spin)	0.0	kJ/mol
charge	+2
LUMO level	-4.806	eV

Last column: Mulliken charge in e.
Atoms and positions in Å:
Cd -0.42 -0.01 0.15  1.49
C -0.02 -3.11 -0.38  -1.26
N 0.64 -2.15 0.50  1.15
C 0.47 -2.49 1.92  -1.14
C 0.59 -1.30 2.83  0.23
C 1.11 -1.44 4.11  -0.91
C 1.15 -0.35 4.95  -0.52
C 0.68 0.88 4.49  -0.86
C 0.20 0.95 3.20  -0.21
N 0.14 -0.12 2.39  0.31
C 2.04 -1.92 0.14  -1.05
C 2.15 -1.13 -1.16  0.74
C 3.20 -1.35 -2.04  -1.06
C 3.26 -0.60 -3.20  -0.48
C 2.28 0.35 -3.46  -0.78
C 1.27 0.52 -2.52  -0.58
N 1.21 -0.21 -1.40  0.59
C -1.52 -2.92 -0.43  0.40
C -2.38 -3.99 -0.60  -1.04
C -3.74 -3.76 -0.72  -0.34
C -4.21 -2.46 -0.66  -0.82
C -3.29 -1.44 -0.48  -0.16
N -1.98 -1.66 -0.36  0.03
H 0.21 -4.15 -0.10  0.40
H 0.36 -2.96 -1.39  0.44
H 1.18 -3.27 2.23  0.42
H -0.53 -2.91 2.04  0.47
H 1.49 -2.40 4.43  0.47
H 1.55 -0.44 5.95  0.45
H 0.71 1.76 5.11  0.44
H -0.13 1.89 2.79  0.49
H 2.60 -2.86 0.05  0.40
H 2.50 -1.33 0.94  0.18
H 3.94 -2.10 -1.82  0.50
H 4.07 -0.76 -3.91  0.50
H 2.29 0.94 -4.36  0.50
H 0.49 1.25 -2.66  0.37
H -1.98 -5.00 -0.64  0.45
H -4.43 -4.58 -0.85  0.45
H -5.26 -2.23 -0.76  0.43
H -3.61 -0.40 -0.42  0.39
C -1.10 5.58 -2.27  -0.95
C -2.00 4.38 -2.59  -0.56
C -2.15 3.48 -1.42  0.15
N -1.47 2.40 -1.23  -0.08
N -1.76 1.79 -0.03  0.03
C -2.67 2.41 0.67  0.44
N -3.12 1.99 1.86  -0.42
S -3.25 3.84 -0.11  -0.14
H -1.00 6.22 -3.14  0.36
H -0.11 5.25 -1.96  0.23
H -1.53 6.19 -1.46  0.34
H -1.57 3.79 -3.40  0.25
H -2.98 4.72 -2.92  0.35
H -2.76 1.14 2.27  0.17
H -3.81 2.51 2.38  0.20
Br 3.76 0.77 2.38  -0.04
C 4.38 1.21 0.64  0.38
C 5.59 0.66 0.24  -0.52
C 6.12 0.99 -1.00  -0.60
C 5.43 1.85 -1.84  -0.77
C 4.22 2.39 -1.44  -0.33
C 3.68 2.06 -0.20  -0.13
I 1.87 2.96 0.33  0.26
H 6.13 0.01 0.92  0.47
H 7.07 0.58 -1.29  0.44
H 5.85 2.13 -2.80  0.46
H 3.69 3.07 -2.09  0.52